# 1
C22H31N3RuSi as an isolated structure at a distorted geometry. Source: OMol25; level of theory: wB97M-V/def2-TZVPD.

Its spin multiplicity is 5. Its LUMO energy (alpha / beta) is -6.60 / -10.21 eV. The net charge is +2. The calculation puts the maximum force at 0.0949 hartree/bohr. As for the relative energy (zero: lowest compared OMol25 entry of this formula, charge and spin): 97.1 kcal per mole. The total energy comes out at -38226.0408 eV.

Each line ends with the Löwdin spin population.
Geometry (Å):
Ru  -1.36  0.40  -1.08  1.719
Si  1.69  -0.01  1.78  0.092
N  -0.01  -0.07  1.44  0.860
N  0.39  0.95  -2.35  0.046
N  -0.15  -1.39  -1.39  0.035
C  -1.99  0.76  4.45  0.017
C  -2.23  -0.76  2.13  0.164
C  1.58  -2.46  -2.72  0.004
C  0.50  -3.64  -0.95  0.004
C  2.16  0.17  -3.77  0.001
C  1.92  2.51  -3.27  0.001
C  -0.28  -2.53  -0.66  0.012
C  -3.35  -0.53  2.91  0.015
C  2.09  1.75  2.38  0.085
C  2.58  1.47  -3.98  0.006
C  1.42  -3.62  -1.98  0.002
C  -0.88  0.57  3.65  0.161
C  -2.61  1.40  -2.08  0.062
C  -3.02  -0.53  -1.18  0.107
C  0.77  -1.38  -2.39  0.004
C  0.84  2.21  -2.43  0.012
C  2.17  -1.39  2.95  0.014
C  -0.98  -0.10  2.37  0.198
C  1.08  -0.08  -2.93  0.008
C  -3.25  0.24  4.08  0.242
C  -1.45  2.25  -0.07  -0.027
C  2.78  -0.21  0.24  0.012
H  -0.37  2.18  0.33  0.005
H  -4.13  0.41  4.70  0.010
H  -1.04  -2.50  0.12  0.001
H  -2.13  1.94  0.79  0.006
H  2.05  -4.46  -2.21  0.000
H  -3.36  1.98  -1.51  0.020
H  0.36  -4.52  -0.33  0.000
H  3.23  -1.48  3.19  0.002
H  2.35  -2.32  -3.46  0.000
H  2.68  -0.68  -4.23  0.000
H  -2.53  -1.47  -1.47  0.018
H  -4.32  -0.94  2.59  -0.001
H  -1.91  1.29  5.40  0.000
H  3.17  1.94  2.24  0.010
H  -1.86  1.97  -2.64  0.009
H  0.25  2.90  -1.82  0.001
H  2.58  -1.16  -0.28  0.000
H  -2.27  -1.47  1.29  0.005
H  3.85  -0.21  0.55  0.000
H  1.84  1.89  3.44  0.002
H  1.53  2.49  1.78  -0.001
H  3.37  1.69  -4.67  0.000
H  -1.75  3.27  -0.51  0.001
H  1.88  -2.35  2.50  0.000
H  0.10  0.90  4.01  0.003
H  1.64  -1.33  3.91  0.001
H  2.65  0.62  -0.48  0.000
H  -3.96  -0.44  -1.86  0.002
H  2.19  3.54  -3.39  0.000
H  -3.46  -0.56  -0.17  0.035
H  -3.03  0.89  -2.97  0.016

# 2
C22H31PtS2SbTe as an isolated structure. Source: OMol25; level of theory: wB97M-V/def2-TZVPD.

Its LUMO energy is 0.38 eV. The calculation puts the maximum force at 0.0121 hartree/bohr. As for the relative energy (zero: lowest compared OMol25 entry of this formula, charge and spin): 8.7 kcal per mole. The total energy comes out at -62065.5093 eV.

Each line ends with the Löwdin charge.
Geometry (Å):
Pt  0.79  -0.60  -1.02  0.051
Te  1.15  -1.80  1.26  1.328
Sb  0.66  1.91  -0.54  1.262
S  -0.12  -0.06  -3.07  0.468
S  1.28  -2.69  -1.81  0.432
C  -2.90  -4.48  0.87  -0.083
C  0.38  -0.48  5.32  -0.080
C  -1.83  -2.33  0.81  -0.132
C  -0.63  -2.92  1.18  -0.518
C  -1.15  3.92  1.01  -0.179
C  0.00  0.65  2.81  -0.154
C  -0.13  -1.63  -3.88  -0.777
C  0.37  -4.09  -4.00  -0.140
C  2.06  2.81  0.79  -0.411
C  1.01  3.11  -2.27  -0.433
C  -0.38  1.34  3.95  -0.073
C  0.41  -2.73  -3.34  -0.762
C  0.58  -0.61  2.92  -0.491
C  -1.70  -5.08  1.23  -0.083
C  0.90  4.61  -2.03  -0.179
C  -2.97  -3.11  0.67  -0.076
C  -0.56  -4.29  1.39  -0.145
C  -0.19  0.78  5.20  -0.078
C  -0.83  -1.61  -5.21  -0.136
C  -1.24  2.70  0.10  -0.406
C  0.76  -1.17  4.18  -0.142
C  3.49  2.51  0.33  -0.185
H  3.67  1.44  0.29  0.062
H  -0.71  -2.55  -5.75  0.062
H  1.88  2.42  1.79  0.040
H  -1.79  2.91  -0.81  0.057
H  -0.61  4.75  0.54  0.054
H  -1.64  -6.15  1.38  0.104
H  0.80  -4.08  -5.00  0.074
H  0.38  -4.76  1.66  0.093
H  -2.14  4.28  1.28  0.073
H  -1.90  -1.41  -5.10  0.074
H  -0.49  1.32  6.09  0.105
H  -0.65  -4.46  -4.07  0.080
H  1.15  5.16  -2.94  0.071
H  4.22  2.95  1.02  0.071
H  -1.76  1.89  0.61  0.039
H  -3.78  -5.09  0.74  0.103
H  2.00  2.83  -2.64  0.054
H  0.30  2.77  -3.02  0.017
H  -3.90  -2.65  0.37  0.105
H  -0.84  2.32  3.85  0.099
H  1.87  3.89  0.83  0.046
H  -1.87  -1.27  0.60  0.088
H  0.53  -0.92  6.29  0.106
H  -0.62  3.69  1.94  0.048
H  0.94  -4.82  -3.41  0.050
H  3.68  2.92  -0.66  0.061
H  -0.12  4.90  -1.75  0.058
H  -0.18  1.08  1.84  0.010
H  1.21  -2.15  4.28  0.093
H  -0.42  -0.81  -5.84  0.069
H  1.57  4.96  -1.25  0.058

# 3
C22H32AsBrMnN6O4 as an isolated structure at a distorted geometry. Source: OMol25; level of theory: wB97M-V/def2-TZVPD.

Its spin multiplicity is 2. Its LUMO energy (alpha / beta) is -5.87 / -5.90 eV. The net charge is +2. The calculation puts the maximum force at 0.0573 hartree/bohr. The total energy comes out at -202654.2252 eV.

Each line ends with the Löwdin spin population.
Geometry (Å):
Br  -1.04  -4.25  -7.41  0.001
As  0.52  -3.06  -0.56  0.002
Mn  -1.17  -0.36  -0.89  1.033
O  -0.99  -2.28  -0.62  0.018
O  -3.84  -0.23  -2.43  -0.009
O  0.55  -0.16  0.25  0.008
O  1.18  1.70  1.33  -0.004
N  -1.83  -0.17  1.20  -0.013
N  1.39  4.68  3.48  0.000
N  1.24  4.03  5.68  0.000
N  -0.47  -0.40  -2.75  0.012
N  -1.12  1.61  -1.18  -0.011
N  1.29  2.46  3.97  0.000
C  1.31  3.71  4.39  0.000
C  -0.27  0.60  4.61  0.000
C  -3.16  -0.36  -1.55  -0.012
C  -0.56  -1.30  -3.86  0.001
C  -0.83  0.57  2.03  0.000
C  -0.49  -0.21  3.32  0.000
C  0.33  0.58  -2.75  -0.020
C  0.12  4.07  -1.39  0.000
C  -0.86  -3.06  -5.98  0.002
C  0.41  0.76  1.14  -0.001
C  -1.05  3.93  -0.67  -0.004
C  0.33  -4.68  -1.55  0.000
C  -1.63  2.68  -0.57  0.000
C  -1.28  -2.48  -3.70  0.002
C  -1.43  -3.36  -4.75  0.000
C  -0.16  -1.88  -6.16  0.000
C  0.85  -3.61  1.23  0.001
C  1.10  1.25  4.79  0.000
C  2.08  -2.24  -1.29  0.000
C  -0.01  -1.00  -5.10  0.002
C  0.65  2.96  -2.02  -0.005
C  -0.02  1.76  -1.93  -0.001
H  -2.76  0.19  1.38  0.000
H  0.25  -1.63  -7.13  0.000
H  2.89  -2.94  -1.08  0.000
H  2.28  -1.29  -0.81  0.000
H  -0.40  -0.08  5.45  0.000
H  1.96  -2.14  -2.36  0.000
H  1.24  -2.78  1.82  0.000
H  0.38  -0.86  3.15  0.000
H  1.33  2.30  2.96  0.000
H  -2.00  -4.27  -4.63  0.000
H  -0.10  -3.95  1.64  0.000
H  -1.23  1.55  2.28  0.000
H  1.21  0.63  -3.39  -0.001
H  1.55  3.03  -2.61  0.000
H  1.57  -4.42  1.23  0.000
H  0.61  5.03  -1.46  0.000
H  -1.52  4.78  -0.19  0.000
H  -1.33  -0.87  3.52  0.000
H  1.89  0.55  4.51  0.000
H  1.50  4.44  2.50  0.000
H  -1.05  1.37  4.71  0.000
H  1.14  -5.36  -1.29  0.000
H  1.26  1.49  5.84  0.000
H  -1.72  -2.69  -2.73  0.001
H  1.29  4.99  5.98  0.000
H  -0.62  -5.13  -1.30  0.000
H  1.23  3.33  6.40  0.000
H  0.49  -0.05  -5.27  0.000
H  1.53  5.64  3.75  0.000
H  -2.54  2.52  0.00  0.000
H  -1.84  -1.15  1.46  0.000
H  0.37  -4.46  -2.62  0.000

Copy entry 1 word for word.
C22H31N3RuSi as an isolated structure at a distorted geometry. Source: OMol25; level of theory: wB97M-V/def2-TZVPD.

Its spin multiplicity is 5. Its LUMO energy (alpha / beta) is -6.60 / -10.21 eV. The net charge is +2. The calculation puts the maximum force at 0.0949 hartree/bohr. As for the relative energy (zero: lowest compared OMol25 entry of this formula, charge and spin): 97.1 kcal per mole. The total energy comes out at -38226.0408 eV.

Each line ends with the Löwdin spin population.
Geometry (Å):
Ru  -1.36  0.40  -1.08  1.719
Si  1.69  -0.01  1.78  0.092
N  -0.01  -0.07  1.44  0.860
N  0.39  0.95  -2.35  0.046
N  -0.15  -1.39  -1.39  0.035
C  -1.99  0.76  4.45  0.017
C  -2.23  -0.76  2.13  0.164
C  1.58  -2.46  -2.72  0.004
C  0.50  -3.64  -0.95  0.004
C  2.16  0.17  -3.77  0.001
C  1.92  2.51  -3.27  0.001
C  -0.28  -2.53  -0.66  0.012
C  -3.35  -0.53  2.91  0.015
C  2.09  1.75  2.38  0.085
C  2.58  1.47  -3.98  0.006
C  1.42  -3.62  -1.98  0.002
C  -0.88  0.57  3.65  0.161
C  -2.61  1.40  -2.08  0.062
C  -3.02  -0.53  -1.18  0.107
C  0.77  -1.38  -2.39  0.004
C  0.84  2.21  -2.43  0.012
C  2.17  -1.39  2.95  0.014
C  -0.98  -0.10  2.37  0.198
C  1.08  -0.08  -2.93  0.008
C  -3.25  0.24  4.08  0.242
C  -1.45  2.25  -0.07  -0.027
C  2.78  -0.21  0.24  0.012
H  -0.37  2.18  0.33  0.005
H  -4.13  0.41  4.70  0.010
H  -1.04  -2.50  0.12  0.001
H  -2.13  1.94  0.79  0.006
H  2.05  -4.46  -2.21  0.000
H  -3.36  1.98  -1.51  0.020
H  0.36  -4.52  -0.33  0.000
H  3.23  -1.48  3.19  0.002
H  2.35  -2.32  -3.46  0.000
H  2.68  -0.68  -4.23  0.000
H  -2.53  -1.47  -1.47  0.018
H  -4.32  -0.94  2.59  -0.001
H  -1.91  1.29  5.40  0.000
H  3.17  1.94  2.24  0.010
H  -1.86  1.97  -2.64  0.009
H  0.25  2.90  -1.82  0.001
H  2.58  -1.16  -0.28  0.000
H  -2.27  -1.47  1.29  0.005
H  3.85  -0.21  0.55  0.000
H  1.84  1.89  3.44  0.002
H  1.53  2.49  1.78  -0.001
H  3.37  1.69  -4.67  0.000
H  -1.75  3.27  -0.51  0.001
H  1.88  -2.35  2.50  0.000
H  0.10  0.90  4.01  0.003
H  1.64  -1.33  3.91  0.001
H  2.65  0.62  -0.48  0.000
H  -3.96  -0.44  -1.86  0.002
H  2.19  3.54  -3.39  0.000
H  -3.46  -0.56  -0.17  0.035
H  -3.03  0.89  -2.97  0.016